# 1
One molecule with the formula C7H3F6OP. Source: OMol25; level of theory: wB97M-V/def2-TZVPD.

```
18
Properties=species:S:1:pos:R:3:forces:R:3:lowdin_charge:R:1
C -2.7934 0.3957 0.3332 0.07 -0.17 1.25 -0.130
C -1.8720 1.4072 0.0783 -0.34 0.83 -1.16 -0.110
C -2.3395 -0.8924 0.4672 2.11 -0.48 -0.41 -0.138
C -0.5235 1.1232 -0.1339 -1.08 0.48 0.06 -0.195
C -0.9570 -1.1511 0.2675 -1.47 0.38 -0.17 -0.221
C -0.0326 -0.1674 0.0088 0.97 0.84 -0.46 -0.134
C 3.0283 0.3811 -0.1410 2.40 1.18 0.59 -0.253
O 1.5500 -1.2523 -1.9073 0.67 0.24 1.45 -0.353
F -4.0631 0.6305 0.6625 0.17 0.38 -0.57 0.140
F -2.3570 2.6426 -0.2180 0.48 -0.74 0.57 0.101
F -3.1356 -1.9053 0.7443 -0.44 -0.14 0.09 0.147
F 0.2235 2.1505 -0.5725 0.28 -0.48 0.30 0.099
F -0.5718 -2.4144 0.1957 0.06 -0.65 0.41 0.105
F 3.9367 -0.4275 0.5904 -0.18 -0.15 0.16 -0.159
P 1.6632 -0.7761 -0.4905 -2.21 0.38 -2.37 0.788
H 3.7237 0.6604 -1.0566 -2.30 -0.06 1.50 0.146
H 2.7997 1.2339 0.6075 0.05 -1.03 -1.75 0.122
H 1.7205 -1.6387 0.5645 0.77 -0.81 0.51 0.044
```
Forces are in eV/Å.

## Properties
Energy above the lowest of the compared OMol25 structures with the same formula, charge and spin (eV): 0.085
SMILES string: O=[P@@H](CF)c1c(F)c(F)c(F)c(F)c1F
Frontier orbital gap (eV): 9.9
Strongest force on any atom (eV Å⁻¹): 3.26

# 2
C7H3NNiO5 as an isolated structure. Source: OMol25; level of theory: wB97M-V/def2-TZVPD.

```
17
Properties=species:S:1:pos:R:3:forces:R:3:lowdin_charge:R:1
O 0.0002 0.0001 -4.1538 0.00 0.00 4.49 0.297
C 0.0002 0.0001 -3.0040 0.00 0.00 -7.20 0.021
Ni 0.0001 0.0001 -1.0930 0.00 0.00 -1.98 -0.051
O 1.8878 -2.4093 -1.0929 -2.75 3.51 0.05 0.290
C 1.1787 -1.5042 -1.0930 4.45 -5.68 -0.04 0.031
C -1.1785 1.5044 -1.0930 -4.45 5.68 -0.04 0.031
O -1.8877 2.4095 -1.0931 2.75 -3.51 0.05 0.289
C -1.5042 -1.1785 -1.0931 -5.68 -4.45 -0.04 0.031
O -2.4093 -1.8876 -1.0931 3.51 2.75 0.05 0.290
C 1.5044 1.1787 -1.0928 5.67 4.44 -0.04 0.031
O 2.4094 1.8878 -1.0928 -3.50 -2.74 0.05 0.290
C -0.0003 -0.0003 3.3282 0.00 0.00 0.18 0.023
C -0.0001 -0.0001 1.8654 0.00 0.00 -0.54 -0.028
N 0.0000 0.0000 0.7077 0.00 0.00 5.74 0.078
H -0.9061 0.5227 3.6980 0.47 -0.27 -0.25 0.127
H 0.9056 0.5225 3.6981 -0.47 -0.27 -0.25 0.126
H -0.0004 -1.0463 3.6979 0.00 0.55 -0.25 0.127
```
Forces are in eV/Å.

## Properties
Energy above the lowest of the compared OMol25 structures with the same formula, charge and spin (eV): 0.000
Charge: +2
Expectation value of S²: 2.01
2S+1: 3
Frontier orbital gap (spin up / spin down) (eV): 10.3 / 11.8
Strongest force on any atom (eV Å⁻¹): 7.22

# 3
One molecule with the formula C7H4. Source: OMol25; level of theory: wB97M-V/def2-TZVPD.

```
11
Properties=species:S:1:pos:R:3:forces:R:3:lowdin_charge:R:1
C 1.4749 1.0627 -2.0572 -1.24 -1.19 0.00 0.101
C 0.8895 0.7073 -1.0449 1.69 -0.29 -0.37 -0.097
C 0.4788 0.1149 0.2994 -1.21 1.37 -1.45 -0.332
C -0.7861 0.8735 0.7298 -0.81 1.13 3.22 -0.091
C -1.6522 1.4169 1.4324 1.17 -1.15 -1.59 0.114
C 0.0782 -1.2816 0.1898 -1.31 -3.74 0.02 -0.131
C -0.3353 -2.4376 0.2512 0.86 2.34 -0.05 0.136
H 1.7515 1.0618 -3.1324 -0.16 0.47 1.56 0.052
H 1.3429 0.0943 0.9990 -0.73 0.83 -0.18 0.160
H -2.5250 1.8380 1.9855 1.40 -0.56 -0.96 0.051
H -0.7173 -3.4502 0.3474 0.35 0.78 -0.19 0.038
```
Forces are in eV/Å.

## Properties
Energy above the lowest of the compared OMol25 structures with the same formula, charge and spin (eV): 1.418
SMILES string: C#CC(C#C)C#C
Frontier orbital gap (eV): 10.9
Strongest force on any atom (eV Å⁻¹): 3.96